1.
{"formula": "C4H26BO21", "method": "wB97M-V/def2-TZVPD", "elements": ["O", "C", "O", "B", "O", "C", "O", "O", "C", "O", "C", "O", "O", "O", "H", "H", "O", "H", "H", "O", "H", "H", "O", "H", "H", "O", "H", "H", "O", "H", "H", "O", "H", "H", "O", "H", "H", "O", "H", "H", "O", "H", "H", "O", "H", "H", "O", "H", "H", "O", "H", "H"], "xyz": [[22.91269, -15.15788, -12.70430], [22.47018, -15.93659, -13.52400], [23.22678, -16.83560, -14.19246], [22.43093, -17.43713, -15.25899], [21.03956, -16.96909, -15.08727], [21.02445, -15.93544, -14.15620], [20.06036, -15.19539, -13.91435], [22.47017, -18.88025, -15.05666], [22.94581, -19.48544, -16.09839], [23.04135, -20.68865, -16.20319], [23.27881, -18.42288, -17.11499], [22.96462, -17.25381, -16.60741], [23.87713, -18.57654, -18.18787], [21.59521, -14.90997, -17.31828], [20.95859, -15.02093, -16.61215], [22.27202, -15.56179, -17.13585], [25.09589, -20.28797, -19.90642], [24.86356, -19.63918, -20.57075], [24.83229, -19.88789, -19.07775], [24.69918, -13.69766, -14.12391], [24.14233, -12.98575, -14.43907], [24.14183, -14.18921, -13.52061], [17.39071, -17.24030, -14.78114], [17.66624, -16.65498, -15.48662], [17.81010, -16.88543, -13.99730], [17.82004, -14.03392, -12.00857], [18.35589, -13.24344, -11.94344], [18.40739, -14.74399, -11.74964], [23.23773, -21.41465, -13.53959], [23.06489, -21.16737, -14.44800], [22.66868, -20.84398, -13.02310], [20.75475, -12.82052, -11.90538], [21.41540, -13.18751, -12.49281], [20.72428, -13.42993, -11.16787], [18.06956, -13.82229, -15.02947], [17.57606, -13.43202, -14.30809], [18.77397, -14.30971, -14.60230], [25.69614, -16.15574, -17.75599], [25.82776, -15.41055, -18.34217], [25.07382, -16.71747, -18.21796], [21.01558, -19.18021, -20.29524], [21.48320, -18.46193, -19.86904], [20.12676, -18.84746, -20.41979], [20.74854, -15.04764, -10.26240], [21.42005, -15.69752, -10.46966], [20.07831, -15.53837, -9.78679], [25.29307, -17.30498, -11.94898], [24.76424, -17.87705, -11.39283], [24.68075, -16.63684, -12.25700], [25.72253, -13.68414, -11.44201], [26.22674, -13.17141, -12.07376], [24.81744, -13.40032, -11.57043]], "max_force_ev_per_a": 4.34, "total_charge": -1, "relative_energy_kcal_mol": 34.9, "total_energy_ha": -1773.2487, "orbital_gap_ev": 9.54, "lumo_ev": 1.0, "molar_mass_g_mol": 421.043}

---

2.
{"formula": "C4H26BO21", "method": "wB97M-V/def2-TZVPD", "elements": ["O", "C", "O", "B", "O", "C", "O", "O", "C", "O", "C", "O", "O", "O", "H", "H", "O", "H", "H", "O", "H", "H", "O", "H", "H", "O", "H", "H", "O", "H", "H", "O", "H", "H", "O", "H", "H", "O", "H", "H", "O", "H", "H", "O", "H", "H", "O", "H", "H", "O", "H", "H"], "xyz": [[2.14800, -2.35006, 2.52391], [1.87454, -1.38692, 1.89729], [1.80315, -1.41757, 0.61347], [1.08805, -0.16388, 0.19665], [0.56852, 0.35690, 1.53807], [1.15042, -0.30998, 2.43899], [0.98613, -0.07664, 3.61341], [0.01317, -0.53299, -0.69491], [0.01029, 0.26615, -1.65801], [-0.88106, 0.43569, -2.50095], [1.23800, 1.00866, -1.61576], [1.94159, 0.72694, -0.58735], [1.47468, 2.00302, -2.27415], [-0.21208, 2.95046, 0.37316], [0.20102, 3.69899, 0.72175], [-0.30764, 2.46188, 1.18088], [1.98165, -2.35107, 5.57979], [1.29479, -2.93255, 5.39429], [2.13558, -1.97087, 4.71749], [-0.18023, 3.82173, -3.70619], [-0.69326, 3.56378, -2.92134], [0.64019, 3.59349, -3.41533], [-1.74980, 3.23726, -1.76571], [-2.48625, 2.63807, -1.67031], [-1.26904, 2.97541, -1.00373], [-1.70117, -0.39808, 3.99426], [-0.77139, -0.40190, 3.80100], [-2.19194, -0.14351, 3.16292], [1.28328, -1.20233, -3.90861], [1.95339, -1.30037, -4.50975], [1.21938, -1.99736, -3.36590], [0.88711, 0.12390, 6.55642], [0.64152, 1.07742, 6.41701], [1.37962, -0.19842, 5.82455], [-1.47615, -3.16836, -2.48233], [-1.82794, -2.28633, -2.42421], [-1.43585, -3.28552, -3.45164], [1.34829, -3.00196, -1.96867], [0.44975, -3.23754, -1.82926], [1.79192, -2.98593, -1.09713], [-0.80971, 2.53926, 3.18769], [-0.79173, 1.75152, 3.71344], [-0.68111, 3.32335, 3.68322], [-1.33120, -2.47754, 0.51729], [-0.77234, -3.25122, 0.43740], [-0.88499, -1.77170, 0.06808], [-3.13415, -0.85262, -3.02349], [-2.65723, -1.21718, -3.76125], [-2.62226, -0.17696, -2.61730], [-0.14010, 1.41404, -5.00626], [-0.19190, 2.16120, -4.42294], [-0.30348, 0.71825, -4.46995]], "max_force_ev_per_a": 6.51, "total_charge": -1, "relative_energy_kcal_mol": 55.5, "total_energy_ha": -1773.2159, "orbital_gap_ev": 9.23, "lumo_ev": 1.9, "molar_mass_g_mol": 421.043}

---

3.
{"formula": "C4H26N2O8", "method": "wB97M-V/def2-TZVPD", "elements": ["N", "C", "C", "O", "C", "N", "C", "H", "H", "H", "H", "H", "H", "H", "H", "H", "H", "H", "H", "H", "H", "O", "H", "H", "O", "H", "H", "O", "H", "H", "O", "H", "H", "O", "H", "H", "O", "H", "H", "O"], "xyz": [[0.38636, 1.84337, -1.35602], [0.82048, 0.41992, -1.34959], [0.20689, -0.32712, -2.53297], [0.40617, 0.43949, -3.70686], [0.43998, -0.25987, -0.03411], [1.57370, -0.29084, 0.91382], [1.12704, -0.26123, 2.33595], [-0.60334, 1.94521, -1.15604], [0.60147, 2.26826, -2.22681], [1.92700, 0.44056, -1.47161], [0.65254, -1.34689, -2.62876], [-0.91631, -0.39424, -2.50367], [1.31902, 0.19009, -4.08437], [0.13159, -1.30448, -0.26516], [-0.48622, 0.23155, 0.36494], [2.18903, 0.50720, 0.77426], [0.52968, -1.12144, 2.60233], [0.60765, 0.60785, 2.61756], [2.03189, -0.30578, 2.97604], [-1.41529, -3.00422, -0.11431], [-0.07905, -3.48351, -0.43054], [-0.86162, -3.21650, -0.85291], [-1.97035, 0.97928, 1.50779], [-3.38367, 0.42132, 1.86660], [-2.63018, 0.31329, 1.27396], [-2.10724, -1.32371, 1.35360], [-0.81527, -2.06685, 1.64185], [-1.78446, -2.21793, 1.48895], [-0.11565, 2.26087, 1.04812], [-1.44869, 2.96083, 0.82543], [-0.97087, 2.39550, 1.43549], [-2.68767, 1.09455, -0.24005], [-3.04679, 1.39212, -1.69308], [-2.62179, 1.78865, -0.94355], [3.33244, 2.73836, -0.21529], [1.85240, 2.50647, -0.03693], [2.63239, 2.52388, 0.43260], [1.82276, -2.35547, 0.64363], [1.88888, -3.71628, 1.19676], [1.46510, -3.27225, 0.54298]], "max_force_ev_per_a": 4.33, "total_charge": 0, "relative_energy_kcal_mol": 1.1, "total_energy_ha": -879.4174, "orbital_gap_ev": 9.69, "lumo_ev": 0.4, "molar_mass_g_mol": 230.258}

---

4.
{"formula": "C4H26NO9", "method": "wB97M-V/def2-TZVPD", "elements": ["C", "N", "C", "C", "C", "O", "H", "H", "H", "H", "H", "H", "H", "H", "H", "H", "H", "H", "O", "H", "H", "O", "H", "H", "O", "H", "H", "O", "H", "H", "O", "H", "H", "O", "H", "H", "O", "H", "H", "O"], "xyz": [[2.43423, 1.62629, -1.60747], [0.97230, 1.69782, -1.55637], [0.44430, 2.92024, -2.13001], [0.52491, 1.49061, -0.16624], [0.36890, 0.02906, 0.25319], [-1.02495, -0.30614, 0.34606], [2.75238, 0.65887, -1.21662], [2.89392, 2.48148, -1.09581], [2.71975, 1.66294, -2.65520], [-0.52720, 2.67892, -2.55096], [1.04416, 3.17802, -3.00344], [0.31332, 3.73081, -1.40578], [1.19339, 2.09456, 0.46374], [-0.43263, 2.00641, -0.11882], [0.76827, -0.13188, 1.25188], [0.81689, -0.56412, -0.54990], [-2.51311, -0.98156, 2.91119], [-1.45525, -0.51985, 1.96486], [-1.67200, -0.51419, 2.95082], [-0.14015, -1.06006, -3.38986], [0.84056, -0.16095, -2.56438], [0.72044, -0.63351, -3.41111], [-3.02458, -2.13966, -0.00362], [-3.71494, -0.87940, 0.61484], [-3.39748, -1.76826, 0.81208], [-1.13595, -1.43365, -0.49466], [-0.60570, -2.25079, -1.73078], [-1.31740, -2.32479, -1.08526], [0.00486, -0.55983, 3.32182], [0.94199, -1.80788, 3.58523], [0.86427, -0.84762, 3.68855], [-0.49838, -2.14098, 1.19730], [-0.54287, -3.60266, 0.98370], [-0.31881, -2.97021, 1.67911], [-2.04054, 0.92953, -0.89496], [-3.19768, 0.57956, -1.77903], [-2.76309, 1.34992, -1.39739], [3.85022, -0.33448, 2.41002], [2.43442, -0.53546, 3.16774], [3.41923, -0.64711, 3.20555]], "max_force_ev_per_a": 2.08, "total_charge": -1, "relative_energy_kcal_mol": 19.8, "total_energy_ha": -899.9687, "orbital_gap_ev": 8.95, "lumo_ev": 3.1, "molar_mass_g_mol": 232.250}

---

5.
{"formula": "C4H26NO9S", "method": "wB97M-V/def2-TZVPD", "elements": ["C", "C", "C", "S", "N", "C", "O", "H", "H", "H", "H", "H", "H", "H", "H", "H", "H", "H", "H", "O", "H", "H", "O", "H", "H", "O", "H", "H", "O", "H", "H", "O", "H", "H", "O", "H", "H", "O", "H", "H", "O"], "xyz": [[-0.74269, -1.67804, -1.06226], [-0.77931, -0.40000, -1.89481], [0.61208, 0.15100, -2.13485], [1.54048, -0.75530, -3.40952], [-1.71029, 0.58755, -1.28488], [-1.18495, 1.68637, -0.43579], [-0.84848, 1.30846, 0.86256], [-0.20600, -2.46122, -1.59002], [-0.24743, -1.51453, -0.09881], [-1.73003, -2.07557, -0.83312], [-1.26195, -0.65370, -2.85257], [0.56533, 1.19618, -2.46592], [1.19985, 0.13227, -1.20728], [1.69410, -1.96835, -2.77649], [-2.40929, 0.11080, -0.72861], [-0.32173, 2.18227, -0.90599], [-2.03116, 2.40388, -0.40282], [0.60876, 0.50490, 1.08427], [2.00388, 0.93798, 1.69773], [1.50609, 0.14006, 1.41985], [3.17732, -4.19431, -0.94657], [2.23913, -3.29013, -0.18570], [2.29741, -3.78985, -1.04736], [-2.34234, 1.25475, -4.25360], [-2.62557, 1.50145, -2.76018], [-2.94671, 1.72691, -3.65740], [1.35484, 3.19687, 2.36148], [2.58671, 3.55985, 1.54873], [2.34853, 3.08959, 2.35006], [-2.85679, -0.19153, 2.42770], [-1.73219, 0.11107, 1.36107], [-2.32133, -0.62702, 1.73957], [1.52156, -2.67815, 1.89159], [2.20302, -1.53666, 1.19095], [2.29856, -2.50861, 1.32903], [-0.72917, -1.58024, 2.74090], [0.66659, -0.95245, 2.63241], [0.19487, -1.71409, 3.05585], [-0.68239, 3.01768, 3.18479], [-0.59047, 2.47153, 1.71337], [-0.31887, 3.29831, 2.34265]], "max_force_ev_per_a": 1.38, "total_charge": -1, "relative_energy_kcal_mol": 0.0, "total_energy_ha": -1298.2277, "orbital_gap_ev": 9.00, "lumo_ev": 2.9, "molar_mass_g_mol": 264.317}

---

6.
{"formula": "C4H27N2O10", "method": "wB97M-V/def2-TZVPD", "elements": ["C", "N", "C", "O", "C", "N", "C", "O", "H", "H", "H", "H", "H", "H", "H", "H", "H", "H", "H", "H", "H", "O", "H", "H", "O", "H", "H", "O", "H", "H", "O", "H", "H", "O", "H", "H", "O", "H", "H", "O", "H", "H", "O"], "xyz": [[-0.53407, 1.44333, 0.61217], [-0.70049, 0.08723, 1.18555], [-1.54276, -0.79776, 0.32904], [-2.78653, -0.31905, 0.19909], [-0.08082, 1.46699, -0.87789], [1.21197, 0.71702, -1.04550], [1.75022, 0.82726, -2.38289], [2.70910, 1.89822, -2.39750], [0.23774, 1.98981, 1.28211], [-1.50782, 2.03160, 0.71068], [-1.17015, 0.17470, 2.07558], [-1.57725, -1.79990, 0.80637], [-1.04432, -0.96520, -0.64964], [0.09987, 2.53741, -1.18816], [-0.91474, 1.02898, -1.58210], [1.08153, -0.26344, -0.77116], [1.01579, 1.14552, -3.12602], [2.30000, -0.08990, -2.63569], [3.16998, 1.96469, -1.60127], [0.90392, -2.66350, -0.28762], [0.49142, -2.59488, -1.76895], [1.16057, -2.28452, -1.19431], [-3.35548, -0.87722, -1.36843], [-3.43684, 0.18190, -2.50121], [-3.51373, -0.78354, -2.33123], [-3.90078, -0.65532, 2.85790], [-3.24403, 0.05415, 1.61600], [-3.43520, 0.14239, 2.65513], [-3.93684, 2.00466, -1.00240], [-2.93023, 0.93406, -0.64776], [-3.10887, 1.70414, -1.30675], [2.56169, 0.74563, 1.89221], [1.23874, -0.01567, 2.09152], [2.13776, 0.04769, 2.40704], [2.86647, -1.41130, 1.91749], [3.25653, -2.05009, 0.57138], [3.18748, -2.24077, 1.48526], [2.66345, 2.83759, 0.95006], [2.29977, 1.51222, 0.10616], [2.98209, 1.92748, 0.67834], [1.61838, -2.89932, 1.59178], [0.17455, -2.27674, 1.68502], [0.65015, -3.05686, 1.30596]], "max_force_ev_per_a": 3.05, "total_charge": -1, "relative_energy_kcal_mol": 0.0, "total_energy_ha": -1030.5960, "orbital_gap_ev": 8.64, "lumo_ev": 2.9, "molar_mass_g_mol": 263.264}

---

7.
{"formula": "C4H27NO10", "method": "wB97M-V/def2-TZVPD", "elements": ["N", "C", "C", "C", "C", "O", "H", "H", "H", "H", "H", "H", "H", "H", "H", "H", "H", "O", "H", "H", "O", "H", "H", "O", "H", "H", "O", "H", "H", "O", "H", "H", "O", "H", "H", "O", "H", "H", "O", "H", "H", "O"], "xyz": [[1.42026, 1.43412, -3.02482], [0.22825, 1.74195, -2.40267], [0.29764, 1.68757, -0.89812], [-0.40867, 2.81616, -0.15560], [-0.23434, 0.33141, -0.36755], [-0.77678, 1.84368, -3.06885], [2.27323, 1.29733, -2.51820], [1.31159, 1.21813, -4.00038], [1.34875, 1.78918, -0.62789], [-1.47929, 2.97972, -0.28500], [-0.26650, 2.88059, 0.92462], [0.02160, 3.74348, -0.55492], [-0.60812, -0.23249, -1.22533], [-1.03090, 0.44674, 0.35836], [0.49864, -0.32161, 0.08081], [0.64705, -2.99191, -0.92529], [1.90911, -3.72389, -0.52487], [1.60055, -2.87506, -0.86245], [-4.35016, 0.72097, 2.14609], [-3.25811, 1.07032, 1.25106], [-3.48629, 0.37081, 1.88578], [1.62780, -2.72924, -2.95083], [2.98423, -2.14202, -2.75025], [2.45819, -2.59932, -3.40996], [4.68105, -1.19373, -0.55811], [3.78969, -2.38521, -0.16511], [4.53127, -1.84853, 0.12832], [-3.29731, 2.54612, -0.19402], [-3.31125, 3.65096, 1.01936], [-3.79099, 3.04211, 0.45933], [1.79426, 1.60369, 2.42218], [2.93046, 1.22775, 1.49229], [2.27662, 0.84400, 2.08389], [-2.95034, -2.26138, 0.23942], [-3.72992, -0.83312, 0.33848], [-3.35682, -1.52557, -0.21836], [-1.12567, -1.57733, 3.69331], [-2.52050, -1.73268, 4.11290], [-1.67788, -2.19799, 4.18756], [1.39265, -2.23857, 2.27790], [0.98527, -1.67638, 0.92842], [0.65168, -2.20076, 1.65851]], "max_force_ev_per_a": 1.97, "total_charge": 0, "relative_energy_kcal_mol": 37.9, "total_energy_ha": -975.7294, "orbital_gap_ev": 9.97, "lumo_ev": -0.2, "molar_mass_g_mol": 249.257}

---

8.
{"formula": "C4H27NO11", "method": "wB97M-V/def2-TZVPD", "elements": ["C", "N", "C", "O", "O", "C", "C", "H", "H", "H", "H", "H", "H", "H", "H", "H", "H", "H", "O", "H", "H", "O", "H", "H", "O", "H", "H", "O", "H", "H", "O", "H", "H", "O", "H", "H", "O", "H", "H", "O", "H", "H", "O"], "xyz": [[0.77725, -0.26716, 0.60655], [-0.08110, -1.09876, -0.27713], [-0.52926, -0.56320, -1.48350], [0.20315, 0.37883, -2.06717], [-1.52915, -1.00381, -2.00556], [1.60060, -1.18454, 1.53921], [0.77376, -1.72557, 2.70299], [1.49559, 0.35823, 0.03123], [0.10281, 0.39829, 1.20380], [-0.73342, -1.71575, 0.22238], [1.28920, 0.20822, -2.05967], [2.46237, -0.64158, 1.92201], [2.01306, -2.03800, 0.94319], [-0.05365, -2.32519, 2.30280], [1.37193, -2.35191, 3.32422], [0.36652, -0.89559, 3.32044], [1.48672, -2.34778, -0.98755], [2.30999, -3.07670, -2.19130], [2.41108, -2.55995, -1.37247], [-1.37908, 2.30645, -0.41792], [-0.36941, 1.93302, -1.51937], [-0.67929, 2.67801, -0.97490], [2.74920, -0.87131, -1.75709], [3.05563, 0.56322, -1.31413], [2.71374, 0.03009, -2.04996], [-3.19100, 2.35017, 0.74457], [-2.31384, 1.24496, 1.45135], [-2.61365, 1.61320, 0.54207], [0.74862, 3.24032, -0.34366], [1.35415, 3.90489, 0.96166], [1.59616, 3.52072, 0.11422], [4.27985, 2.04653, -0.21700], [2.74473, 2.27843, 0.04666], [3.46091, 1.58298, -0.00993], [-3.34727, 0.22611, -0.11806], [-3.05716, -0.92865, -1.12530], [-3.61535, -0.70398, -0.34114], [-2.95674, -1.54988, 0.73153], [-2.82620, -2.80341, 1.74811], [-2.34765, -1.99702, 1.50349], [-1.95285, -0.59784, 2.37991], [-2.50303, 0.35185, 3.50278], [-1.88909, 0.31930, 2.78168]], "max_force_ev_per_a": 2.01, "total_charge": 0, "relative_energy_kcal_mol": 13.1, "total_energy_ha": -1051.0909, "orbital_gap_ev": 10.17, "lumo_ev": 0.2, "molar_mass_g_mol": 265.256}